(1)
40
Properties=species:S:1:pos:R:3:lowdin_charge:R:1 method="wB97M-V/def2-TZVPD" gap_ev=4.5525 homo_energy_ev=-11.27 multiplicity=1 charge=+1 e_above_lowest_kcal_mol=35.1 lumo_energy_ha=-0.2468
Pd 1.3164 0.6373 0.4071 0.755
S 2.2371 2.6897 1.1147 0.667
C 0.6646 3.1256 0.5594 -1.098
N 0.0240 2.1391 0.0148 -0.124
C -1.2625 2.4804 -0.3993 -0.281
C -2.1914 1.6526 -1.0127 -0.014
C -3.4137 2.1940 -1.3584 -0.062
C -3.7049 3.5372 -1.0987 -0.066
C -2.7780 4.3628 -0.4912 -0.069
C -1.5474 3.8186 -0.1399 -0.443
S -0.1899 4.6119 0.6343 1.103
H -1.9434 0.6193 -1.2099 0.089
H -4.1563 1.5744 -1.8424 0.110
H -4.6689 3.9385 -1.3785 0.113
H -3.0046 5.4014 -0.2934 0.117
O 6.7944 -2.3781 -1.1279 0.236
C 5.7181 -1.9239 -0.9609 -0.187
C 4.7988 -2.1276 0.3214 -0.195
O 4.9528 -2.9614 1.1510 0.240
C 3.6589 -1.1237 0.1769 -0.185
C 3.7163 -0.4522 -1.1640 -0.214
O 2.8718 0.3271 -1.5155 0.147
C 4.9395 -0.9430 -1.9490 -0.195
O 5.2474 -0.7089 -3.0679 0.243
O 2.8477 -0.8335 1.0339 0.082
C -2.7252 -2.5476 -1.1870 -0.078
C -1.3181 -2.8748 -0.6801 -0.233
C -0.9824 -2.1291 0.5718 -0.600
N -0.3418 -1.0075 0.6137 -0.055
N -0.2011 -0.4967 1.8912 -0.052
C -0.7503 -1.2499 2.7967 -0.687
N -0.7522 -0.9556 4.1094 0.118
S -1.4907 -2.6702 2.1373 1.148
H -2.9436 -3.1238 -2.0843 0.084
H -2.8149 -1.4901 -1.4308 0.060
H -3.4809 -2.7887 -0.4394 0.080
H -0.5693 -2.6096 -1.4274 0.115
H -1.2314 -3.9457 -0.4927 0.112
H -0.2052 -0.1742 4.4276 0.117
H -1.1196 -1.5938 4.7901 0.105


(2)
40
Properties=species:S:1:pos:R:3:lowdin_charge:R:1 method="wB97M-V/def2-TZVPD" gap_ev=8.9566 homo_energy_ev=-8.24 multiplicity=1 charge=0 lumo_energy_ha=0.0262 smiles="O=c1c(Cc2c(F)cccc2Cl)c(O)ccn1C[C@@H]1CCCO1"
O -0.4848 -0.8657 -2.1330 0.054
C -0.2119 -1.2920 -1.0215 -0.391
N -1.2335 -1.7327 -0.1746 -0.002
C -0.9851 -2.2567 1.0432 -0.059
C 0.2721 -2.3990 1.5257 0.009
C 1.3629 -1.9454 0.7389 -0.258
C 1.1244 -1.3918 -0.4900 -0.074
C 2.2219 -0.8165 -1.3537 -0.080
C 2.9468 0.3033 -0.6599 -0.171
C 2.2552 1.4389 -0.2409 -0.209
C 2.8643 2.5063 0.3899 0.001
C 4.2267 2.4572 0.6252 -0.072
C 4.9532 1.3453 0.2420 -0.109
C 4.3128 0.2876 -0.3842 -0.589
Cl 5.2701 -1.1015 -0.8127 0.735
H 6.0135 1.2904 0.4302 0.103
H 4.7217 3.2819 1.1123 0.109
H 2.2695 3.3557 0.6849 0.119
F 0.9269 1.5049 -0.4505 0.091
H 2.9284 -1.5888 -1.6650 0.096
H 1.7247 -0.4263 -2.2476 0.131
O 2.5948 -2.0955 1.2696 0.095
H 3.2758 -1.8234 0.6388 0.055
H 0.4666 -2.8334 2.4898 0.115
H -1.8462 -2.5741 1.6129 0.132
C -2.5907 -1.5431 -0.6389 -0.068
H -2.6767 -1.9461 -1.6511 0.139
H -3.2819 -2.0693 0.0208 0.136
C -2.9724 -0.0582 -0.6744 -0.314
H -2.4787 0.4199 -1.5319 0.148
C -2.6285 0.7142 0.6157 -0.106
H -1.6881 1.2491 0.5041 0.108
C -3.8276 1.6565 0.8049 -0.139
H -4.3534 1.4333 1.7322 0.105
C -4.7197 1.3417 -0.4083 -0.200
H -4.5174 2.0523 -1.2231 0.122
O -4.3777 0.0373 -0.8144 -0.097
H -5.7862 1.3501 -0.1826 0.121
H -3.5345 2.7038 0.8176 0.106
H -2.5372 0.0296 1.4591 0.107